[1]
42
Properties=species:S:1:pos:R:3:forces:R:3:nbo_charge:R:1 method="wB97M-V/def2-TZVPD" homo_lumo_gap_ev=5.2 homo_ha=-0.0716 spin_multiplicity=1 max_force_ev_per_a=1.530 total_charge=-1
C -2.66334 -0.74498 4.03201 0.09 -0.32 -0.26 -0.60
C -2.55343 -1.25355 2.59099 0.36 0.25 0.19 -0.40
C -1.10889 -1.12283 2.06420 -0.36 -0.42 0.23 -0.40
C -0.48149 -2.47416 1.72993 0.70 0.51 0.05 -0.39
C 1.04969 -2.35331 1.53069 -0.32 -0.27 -0.36 -0.40
C 1.48373 -2.71645 0.09875 0.62 1.13 0.36 -0.39
C 1.44210 -1.43992 -0.76458 -0.84 -0.81 0.07 -0.42
C 1.19139 -1.73308 -2.23515 -0.03 0.58 -0.05 -0.39
C 0.85921 -0.49712 -3.11023 0.80 -0.30 -0.29 -0.39
C 1.27837 0.85941 -2.54723 -1.46 0.40 0.08 -0.20
N 0.34122 1.31974 -1.54328 1.42 -0.05 0.56 -1.11
B 0.53031 2.63540 -1.11276 -0.46 -0.57 -0.80 1.02
O 1.10985 2.99790 0.12758 0.62 0.35 0.30 -0.95
C 0.04426 3.90048 -2.00946 -0.23 -0.20 1.31 -0.76
C -0.77155 4.90214 -1.15191 0.32 -0.01 -0.62 -0.59
H -2.05712 0.14480 4.15625 -0.07 0.33 0.05 0.20
H -2.25133 -1.49763 4.70014 0.03 -0.06 0.24 0.19
H -3.68718 -0.53698 4.33038 -0.12 0.02 0.08 0.20
H -2.82318 -2.30754 2.57461 -0.27 -0.11 -0.12 0.19
H -3.25029 -0.71384 1.95841 -0.11 0.04 -0.18 0.20
H -0.49729 -0.69751 2.85712 0.10 0.25 0.08 0.18
H -1.05509 -0.44841 1.21481 0.10 0.11 -0.15 0.24
H -0.89644 -2.86714 0.80648 -0.36 -0.22 0.00 0.20
H -0.69609 -3.14627 2.56010 -0.12 -0.29 -0.06 0.18
H 1.60622 -2.93273 2.26616 -0.08 -0.14 0.15 0.19
H 1.29662 -1.30789 1.68590 0.32 0.17 0.14 0.20
H 0.81267 -3.45683 -0.32009 0.02 -0.40 -0.08 0.18
H 2.51077 -3.08296 0.12303 0.00 -0.42 -0.15 0.18
H 2.32780 -0.83518 -0.59923 0.18 0.09 -0.01 0.20
H 0.60482 -0.85062 -0.41419 -0.11 0.42 -0.03 0.24
H 2.05172 -2.26240 -2.64803 0.09 -0.14 -0.10 0.17
H 0.33653 -2.40489 -2.28540 -0.04 -0.32 -0.04 0.18
H 1.36087 -0.64437 -4.07405 0.02 -0.01 -0.12 0.17
H -0.20081 -0.45490 -3.33419 -0.28 0.09 0.17 0.20
H 2.32945 0.78747 -2.19937 0.10 -0.07 -0.02 0.12
H 1.29234 1.57901 -3.39487 0.29 -0.12 -0.25 0.13
H 1.75144 2.31548 0.38804 -0.80 0.02 -0.07 0.47
H -0.60568 3.49106 -2.77128 0.07 -0.04 -0.43 0.20
H 0.91747 4.37822 -2.45071 -0.02 0.23 -0.25 0.20
H -1.56950 5.34055 -1.75072 -0.13 0.25 0.04 0.17
H -0.13497 5.70425 -0.79113 0.03 0.17 0.19 0.19
H -1.22519 4.42757 -0.28770 -0.09 -0.11 0.14 0.20

[2]
16
Properties=species:S:1:pos:R:3:forces:R:3:nbo_charge:R:1 method="wB97M-V/def2-TZVPD" homo_lumo_gap_ev=8.7 relative_energy_kcal_mol=102.0 homo_ha=-0.2989 spin_multiplicity=1 max_force_ev_per_a=0.428 total_charge=0
C -1.33571 -1.64268 0.23647 -0.04 0.14 -0.06 -0.78
C -0.60644 -0.58768 0.96717 0.13 -0.39 -0.13 0.21
C -0.36394 1.90572 -0.93437 -0.13 0.23 -0.05 -0.25
C 0.87850 -0.77046 0.86025 -0.02 -0.04 0.03 -0.60
C 1.25754 0.43376 -0.01649 0.20 0.07 0.14 -0.04
O 0.21662 0.61946 -0.97148 0.02 -0.07 -0.06 -0.56
H -2.34358 -1.35051 -0.07392 0.13 -0.05 0.11 0.23
H -1.46565 -2.39700 1.03711 0.02 0.07 0.00 0.27
H -0.79782 -2.13843 -0.58728 -0.02 0.09 0.15 0.20
H -1.17712 1.90820 -1.66403 0.12 0.03 0.09 0.19
H 0.36413 2.68316 -1.20726 -0.09 -0.11 0.03 0.17
H -0.77520 2.11946 0.06131 0.07 -0.02 -0.15 0.19
H 1.21985 -1.71181 0.39561 -0.12 0.12 0.01 0.17
H 1.36011 -0.66065 1.84012 -0.08 0.00 -0.14 0.24
H 2.20224 0.25851 -0.54591 -0.11 0.04 0.11 0.19
H 1.36650 1.33095 0.60268 -0.06 -0.11 -0.07 0.18